Entry 1:
Computed, not measured: one molecule with the formula C3H4N2O, with ωB97M-V/def2-TZVPD.

ORCA input file:
```
! wB97M-V def2-TZVPD RIJCOSX def2/J DEFGRID3
* xyz 0 1
N 1.75627 -0.16227 -0.25627
C 0.49450 0.11457 0.15518
C -0.58949 0.79575 -0.33755
C -1.63416 -0.05424 0.13502
N -1.28879 -0.89216 1.06822
O 0.09767 -0.73006 1.16409
H 2.20992 -0.88422 0.27413
H 2.24822 0.27006 -1.02051
H -0.72604 1.76746 -0.80312
H -2.56810 -0.22489 -0.37918
*
```

Values from the calculation:
Kohn-Sham gap ... 9.18 eV
Electronic energy ... -301.3870 Eh
Highest occupied orbital energy ... -8.350 eV
ΔE to the lowest compared entry with this formula, charge and spin ... 62.9 kcal per mole
Structure (SMILES) ... Nc1ccno1


Entry 2:
Computed, not measured: C4H6InMgO5 as an isolated structure, with ωB97M-V/def2-TZVPD.

ORCA input file:
```
! wB97M-V def2-TZVPD RIJCOSX def2/J DEFGRID3
* xyz 0 2
O -1.57054 1.57795 0.67133
C -2.41244 0.57044 0.22451
C -1.71182 -0.34619 -0.77297
O -0.43660 -0.68562 -0.19218
C 0.34591 -1.59358 -0.83821
Mg 0.22464 0.99073 0.90340
H -3.31157 0.96687 -0.28660
H -2.77925 -0.05510 1.06498
H -1.51497 0.17026 -1.72475
H -2.27741 -1.27020 -0.95928
H 1.40314 -1.65326 -0.59007
H -0.17050 -2.34036 -1.44313
O 1.72676 0.06701 1.99404
C 2.60111 0.62142 1.23270
O 2.10389 1.32032 0.22306
O 3.83641 0.37665 1.22050
In 3.94326 1.28266 -0.72734
*
```

Values from the calculation:
Kohn-Sham gap (alpha / beta) ... 8.36 / 8.58 eV
Electronic energy ... -922.5059 Eh
Highest occupied orbital energy (alpha / beta) ... -8.419 / -8.833 eV
ΔE to the lowest compared entry with this formula, charge and spin ... 0.0 kcal per mole
Expectation value of S² ... 0.75


Entry 3:
Computed, not measured: a 6-piece molecular cluster, C31H46FNO12S overall, with ωB97M-V/def2-TZVPD.

ORCA input file:
```
! wB97M-V def2-TZVPD RIJCOSX def2/J DEFGRID3
* xyz 0 1
C 1.99403 -1.26099 -1.80813
C 1.39401 0.29363 -1.71148
C 0.78115 0.70752 -3.21205
N -0.67574 1.05063 -3.07487
C -1.47575 0.13565 -3.97117
C -3.06894 0.01146 -3.61244
C -3.99316 -0.86722 -4.69158
C -5.60547 -1.10712 -4.51701
C -6.38339 -0.42333 -3.24546
C -5.49421 0.46121 -2.13801
C -6.21424 1.18902 -0.81820
C -3.84323 0.64973 -2.31910
S -1.05175 2.72915 -3.25975
O -2.20134 3.03265 -4.29573
O -1.61187 3.23987 -1.87476
F 0.23973 3.77159 -3.66015
H 1.85055 -1.75429 -0.73598
H 1.39088 -1.93793 -2.55412
H 3.10530 -1.25191 -2.17378
H 0.51259 0.25884 -0.93763
H 2.21338 1.06663 -1.37825
H 1.47312 1.54368 -3.64197
H 0.98839 -0.25790 -3.88350
H -1.37620 0.58049 -5.07358
H -1.06042 -0.98342 -3.99559
H -3.45177 -1.37764 -5.62470
H -6.23318 -1.75375 -5.27535
H -7.55092 -0.55344 -3.06303
H -5.63686 2.22256 -0.66926
H -7.31808 1.50678 -1.13722
H -6.19152 0.51972 0.14450
H -3.25015 1.24531 -1.50560
O 3.88758 -1.41547 2.35491
C 3.25445 -0.37302 2.37981
O 3.03601 0.42119 1.29091
C 2.35708 1.60611 1.70417
C 1.69142 1.24913 3.00739
C 2.64666 0.24556 3.60216
H 3.09342 2.40840 1.81956
H 1.62984 1.89944 0.94148
H 1.51050 2.11504 3.64974
H 0.72654 0.76596 2.81100
H 3.43380 0.72984 4.18671
H 2.12170 -0.50110 4.20243
O 3.36990 4.86500 0.16512
C 4.25768 5.14454 0.95372
O 4.05490 5.76514 2.15286
C 5.31754 6.03284 2.76102
C 6.27802 5.06024 2.12820
C 5.72092 4.90454 0.73579
H 5.58819 7.07472 2.56002
H 5.24386 5.88811 3.84280
H 7.31535 5.40474 2.14848
H 6.23070 4.09792 2.65233
H 6.11036 5.66583 0.05419
H 5.90157 3.90200 0.34121
O 3.21184 2.46469 6.37306
C 3.84439 1.61619 6.97977
O 4.47975 0.56135 6.39000
C 5.02207 -0.28451 7.40300
C 5.15471 0.58987 8.62234
C 4.00072 1.54806 8.46876
H 4.33445 -1.12136 7.56436
H 5.98892 -0.67814 7.07607
H 5.13474 0.02748 9.55960
H 6.10025 1.14413 8.58032
H 3.08090 1.15085 8.90692
H 4.23628 2.52988 8.88583
O -0.58699 -2.31144 -6.17957
C -0.59287 -3.28056 -5.43866
O -0.98181 -3.24697 -4.13031
C -0.75733 -4.52731 -3.54202
C -0.71999 -5.49438 -4.69628
C -0.13634 -4.65948 -5.80790
H 0.18982 -4.49834 -2.99316
H -1.56566 -4.75838 -2.84214
H -0.14589 -6.39952 -4.48114
H -1.74082 -5.79598 -4.96076
H 0.95685 -4.68649 -5.80617
H -0.52995 -4.95739 -6.78245
O -4.81242 -5.55941 -0.29766
C -5.44555 -4.51696 -0.27276
O -5.66399 -3.72275 -1.36166
C -6.34292 -2.53783 -0.94840
C -7.00858 -2.89481 0.35482
C -6.05334 -3.89838 0.94959
H -5.60658 -1.73555 -0.83301
H -7.07016 -2.24450 -1.71109
H -7.18950 -2.02890 0.99717
H -7.97346 -3.37798 0.15843
H -5.26620 -3.41410 1.53414
H -6.57830 -4.64504 1.54986
*
```

Values from the calculation:
Kohn-Sham gap ... 7.59 eV
Electronic energy ... -2664.0955 Eh
Highest occupied orbital energy ... -7.986 eV
Structure (SMILES) ... CCCN(Cc1cccc(C)c1)S(=O)(=O)F.O=C1CCCO1.O=C1CCCO1.O=C1CCCO1.O=C1CCCO1.O=C1CCCO1


Entry 4:
Computed, not measured: C23H42AlCl3N4O3SSi as an isolated structure, with ωB97M-V/def2-TZVPD.

ORCA input file:
```
! wB97M-V def2-TZVPD RIJCOSX def2/J DEFGRID3
* xyz 0 1
C 2.15140 -1.45805 -4.22285
C 1.41972 -0.19350 -3.81522
H 2.21148 -1.58269 -5.30116
H 1.61892 -2.28521 -3.75448
H 3.17088 -1.46267 -3.83402
C 0.82548 0.66977 -4.71447
C 0.29522 0.18945 -6.02608
H 0.66510 1.71063 -4.47158
H -0.30760 -0.73603 -5.90177
H 1.08957 -0.03549 -6.75392
H -0.32922 0.96344 -6.50820
Al -0.50988 -1.36921 1.56076
Cl 1.65321 -1.07230 2.25182
Cl -1.40363 -2.31382 3.24131
C 0.20561 1.40653 1.86964
O -0.58464 0.46173 1.54180
N -0.30939 2.61698 2.10755
C -1.64464 2.87079 1.58333
C 0.61868 3.71163 2.37194
H 1.28206 1.30687 1.97004
H -2.31534 2.13157 2.03548
H -1.62685 2.79762 0.49071
H -1.99530 3.86748 1.87024
H 1.53604 3.24320 2.74482
H 0.23974 4.41503 3.11790
H 0.86610 4.29101 1.47119
H -1.31129 -1.84505 -2.60135
H -2.42832 1.06063 -3.30388
C -2.40313 -1.74486 -2.48727
C -3.20053 0.66618 -2.63026
N -2.70030 -0.45571 -1.82712
H -2.79281 -2.57643 -1.88975
C -2.41364 -0.28609 -0.52770
O -1.96628 -1.22015 0.20899
H -3.50295 1.45967 -1.94556
H -2.64547 0.72313 -0.14896
H -2.89505 -1.73532 -3.46147
H -4.06619 0.37147 -3.22969
O 0.60621 -0.74356 -2.54115
C 1.59216 0.23036 -2.33771
C -0.10145 2.06625 -1.92061
C 1.20238 1.58705 -1.85738
H -0.89420 1.36703 -2.20137
C -0.40317 3.41104 -1.59722
H 2.51838 -0.19021 -1.93628
C 2.20449 2.46085 -1.42240
H -1.44115 3.78008 -1.62696
C 0.60883 4.28108 -1.18444
C 1.91096 3.80303 -1.11313
H 3.21774 2.05711 -1.34039
H 0.42324 5.32426 -0.92415
H 2.73360 4.44349 -0.76907
Si 0.37580 -4.52425 0.35146
Cl 0.46303 -2.28249 -0.21796
C -1.33891 -4.88092 0.92469
C 1.72559 -4.39132 1.66581
C 0.89487 -5.48181 -1.10811
H -2.09430 -4.27692 0.43565
H -1.45801 -4.76959 1.99539
H -1.57505 -5.92353 0.71496
H 0.18528 -5.42510 -1.93339
H 0.95526 -6.54030 -0.84824
H 1.89052 -5.20385 -1.46531
H 1.46023 -3.66816 2.45591
H 2.66484 -4.05278 1.19780
H 1.90495 -5.37246 2.11745
S -2.65903 1.21459 4.60021
C -1.05885 1.17984 5.09701
N -0.07873 0.29669 4.71000
C 1.26552 0.61881 5.22084
C 0.98480 1.82894 6.13638
N -0.44678 2.06980 5.93933
H -0.25550 -0.58141 4.18595
H 1.95111 0.86554 4.37813
H 1.70263 -0.26010 5.73384
H 1.60148 2.72063 5.86747
H 1.21109 1.55467 7.17660
H -0.94662 2.84534 6.35968
*
```

Values from the calculation:
Kohn-Sham gap ... 4.56 eV
Electronic energy ... -3657.1708 Eh
Highest occupied orbital energy ... -4.237 eV
ΔE to the lowest compared entry with this formula, charge and spin ... 0.0 kcal per mole


Entry 5:
Computed, not measured: C20H18BrF2N3O4SSiV as an isolated structure, with ωB97M-V/def2-TZVPD.

ORCA input file:
```
! wB97M-V def2-TZVPD RIJCOSX def2/J DEFGRID3
* xyz 1 1
C 1.96919 0.71650 2.66732
Si 1.60213 0.57952 0.73222
C 0.56109 -1.00994 0.51135
C 0.79416 2.18106 0.05343
C -0.81785 2.23966 0.16682
C -1.59590 2.04663 -1.24294
F -0.76472 1.55484 -2.31160
F -2.19347 3.27571 -1.71380
C -2.72325 0.89292 -0.97643
C -2.28872 -0.56918 -1.28902
C -3.25692 -1.79672 -1.03596
C -2.69869 -3.26873 -1.34657
C -1.98510 -3.43212 -2.77579
O -2.59282 -3.84089 -3.81384
Br -0.02106 -3.04043 -3.01796
C -4.68774 -1.47485 -0.45856
N -5.65434 -2.57050 -0.16957
C -5.69232 -2.68088 1.15261
O -5.61940 -2.89695 2.38708
C -5.08685 0.05292 -0.17950
N -6.32549 0.61163 0.34135
S -6.18843 2.33710 0.45898
N -4.57385 2.65854 -0.11129
C -4.14180 1.30711 -0.41371
C 3.23594 0.30131 -0.26096
C 3.95683 -1.10690 -0.24560
C 5.30672 -1.24196 -1.04638
C 5.90161 -0.00859 -1.85556
C 5.18817 1.39117 -1.89703
C 3.83576 1.52468 -1.05782
H 3.11448 0.59055 2.78745
H 1.46508 -0.16408 3.23511
H 1.54543 1.73116 3.00748
H 1.03381 -1.89148 1.11077
H 0.56892 -1.36937 -0.59550
H -0.52266 -0.90021 0.92555
H 1.20142 2.40674 -1.01052
H 1.20048 3.05334 0.71546
H -1.23372 1.48764 0.95329
H -1.10104 3.28622 0.56984
H -1.24893 -0.78884 -1.71266
H -1.87607 -3.47881 -0.54668
H -3.56198 -4.01089 -1.16029
H 3.47694 -1.94360 0.37977
H 5.83296 -2.26496 -1.02302
H 6.89878 -0.16210 -2.41171
H 5.60951 2.28291 -2.49750
H 3.35070 2.57468 -1.07883
O 2.77282 1.19672 4.22858
V 3.55576 1.58498 5.76231
O 4.32383 1.96544 7.26479
*
```

Values from the calculation:
Kohn-Sham gap ... 3.77 eV
Electronic energy ... -5642.6382 Eh
Highest occupied orbital energy ... -11.055 eV


Entry 6:
Computed, not measured: a 8-piece molecular cluster, C26H52Cl4O15 overall, with ωB97M-V/def2-TZVPD.

ORCA input file:
```
! wB97M-V def2-TZVPD RIJCOSX def2/J DEFGRID3
* xyz 0 1
C -0.18340 0.02875 0.46895
Cl -1.34106 1.24381 -0.07895
Cl 0.86683 0.58530 1.74737
H -0.73860 -0.83651 0.80975
H 0.39926 -0.36641 -0.36000
C -2.93375 -3.56023 0.83534
Cl -1.31429 -3.30797 0.18167
Cl -4.07511 -4.10481 -0.39140
H -2.88890 -4.28214 1.64198
H -3.27754 -2.61638 1.24630
C 5.26105 3.30691 6.64950
C 6.18560 3.24955 5.45703
O 5.56550 3.90579 4.34596
C 4.71910 3.21548 3.60603
O 4.55054 2.02012 3.63033
O 4.07321 4.05644 2.80689
C 3.09453 3.45514 1.97967
H 5.11761 4.32431 7.02100
H 5.61329 2.74582 7.51530
H 4.28769 2.92083 6.34199
H 6.37751 2.20875 5.19557
H 7.11075 3.79504 5.61196
H 2.26101 3.05105 2.56383
H 3.48567 2.63769 1.37797
H 2.64333 4.23776 1.37610
C -4.23929 -3.05554 -7.35126
C -3.23282 -3.07295 -6.22496
O -3.58550 -2.26104 -5.11567
C -3.06820 -1.02980 -5.10280
O -2.42930 -0.53223 -5.98418
O -3.39152 -0.47081 -3.94067
C -2.87318 0.83776 -3.70497
H -4.64985 -2.07487 -7.56395
H -5.09237 -3.67748 -7.04074
H -3.85002 -3.59978 -8.20981
H -2.27372 -2.72012 -6.61786
H -3.00236 -4.06292 -5.84342
H -3.69677 1.54070 -3.57688
H -2.22048 1.16549 -4.50439
H -2.32540 0.87280 -2.76187
C -0.15699 -0.15450 5.75441
C -1.62085 -0.35279 5.46417
O -2.17523 0.77265 4.77349
C -2.64520 0.61578 3.53932
O -2.62460 -0.39799 2.88460
O -3.27564 1.74091 3.24160
C -4.00312 1.80789 2.01429
H 0.24156 -0.73284 6.58618
H 0.11927 0.88592 5.93896
H 0.41450 -0.41498 4.86274
H -2.16348 -0.42967 6.41319
H -1.86159 -1.26743 4.92394
H -3.82772 1.02414 1.29179
H -3.82423 2.79023 1.58015
H -5.05902 1.83557 2.29894
O 1.12083 -6.08821 -4.26635
C 0.42596 -5.20451 -3.85502
O 0.80109 -4.26530 -2.98838
C 2.18317 -4.19020 -2.65188
C 2.68080 -2.77113 -2.80406
C -1.03836 -5.04069 -4.21016
H 2.76050 -4.93759 -3.19012
H 2.29672 -4.43298 -1.58826
H 2.55517 -2.38036 -3.81970
H 3.74706 -2.72722 -2.58135
H 2.14919 -2.06989 -2.16220
H -1.58103 -5.85238 -3.72539
H -1.12565 -5.21769 -5.28055
H -1.39357 -4.05683 -3.92395
O 3.28018 -1.13663 0.32462
C 4.21401 -1.55635 0.96252
O 4.22472 -1.69250 2.28631
C 2.98863 -1.88859 2.99708
C 3.19757 -2.94023 4.06106
C 5.49503 -2.06231 0.35779
H 2.16666 -2.05970 2.30181
H 2.74782 -0.94251 3.48410
H 3.41515 -2.48543 5.03043
H 3.99296 -3.64841 3.84186
H 2.27364 -3.49449 4.24991
H 6.27433 -1.34233 0.62158
H 5.40488 -2.10868 -0.72068
H 5.74427 -3.03131 0.78050
O -2.08329 4.05260 -3.90504
C -2.88295 4.91527 -3.67555
O -3.43404 5.10839 -2.46982
C -2.69602 4.66105 -1.33531
C -3.31006 5.19898 -0.06404
C -3.49031 5.77786 -4.75594
H -1.65862 4.99840 -1.40631
H -2.63568 3.56976 -1.32195
H -3.05822 6.25093 0.07798
H -2.84134 4.70000 0.78880
H -4.38289 5.03054 0.00442
H -3.83823 5.09070 -5.52692
H -2.77221 6.48837 -5.14993
H -4.38454 6.28537 -4.39641
*
```

Values from the calculation:
Kohn-Sham gap ... 10.70 eV
Electronic energy ... -3991.2847 Eh
Highest occupied orbital energy ... -10.194 eV
ΔE to the lowest compared entry with this formula, charge and spin ... 17.2 kcal per mole
Structure (SMILES) ... CCOC(=O)OC.CCOC(=O)OC.CCOC(=O)OC.CCOC(C)=O.CCOC(C)=O.CCOC(C)=O.ClCCl.ClCCl


Entry 7:
Computed, not measured: a 2-piece molecular cluster, CH8NS2 overall, with ωB97M-V/def2-TZVPD.

ORCA input file:
```
! wB97M-V def2-TZVPD RIJCOSX def2/J DEFGRID3
* xyz 1 1
S -3.17896 0.26650 -0.67385
S -2.83411 0.94086 -2.59632
H -2.84210 -1.02667 -0.80559
H -1.56037 1.36553 -2.44865
C 0.58536 -0.13384 1.06405
N 2.01091 -0.25596 0.59440
H 0.49169 -0.57067 2.05156
H 0.30692 0.91313 1.06257
H -0.03526 -0.64598 0.34537
H 2.26212 -1.23373 0.44163
H 2.68563 0.13332 1.25215
H 2.10818 0.24751 -0.28733
*
```

Values from the calculation:
Kohn-Sham gap ... 8.22 eV
Electronic energy ... -893.7528 Eh
Highest occupied orbital energy ... -12.454 eV
ΔE to the lowest compared entry with this formula, charge and spin ... 13.6 kcal per mole


Entry 8:
Computed, not measured: a 2-piece molecular cluster, C3H3BrF2O overall, with ωB97M-V/def2-TZVPD.

ORCA input file:
```
! wB97M-V def2-TZVPD RIJCOSX def2/J DEFGRID3
* xyz 0 1
C -1.81926 -0.23068 0.18163
C 1.10547 0.40357 -0.51849
C 0.48361 -0.60381 0.32600
O -2.58395 -0.93657 -0.30380
F 0.51815 -1.82357 -0.13791
F 0.78529 -0.58312 1.60959
Br -2.19734 1.65796 0.92954
H 0.40431 0.53451 -1.40822
H 1.08149 1.45848 0.04795
H 2.22224 0.12324 -0.72629
*
```

Values from the calculation:
Kohn-Sham gap (alpha / beta) ... 8.08 / 8.08 eV
Electronic energy ... -2965.0109 Eh
Highest occupied orbital energy (alpha / beta) ... -8.885 / -8.886 eV
ΔE to the lowest compared entry with this formula, charge and spin ... 48.5 kcal per mole


Entry 9:
Computed, not measured: a 10-piece molecular cluster, H20O10 overall, with ωB97M-V/def2-TZVPD.

ORCA input file:
```
! wB97M-V def2-TZVPD RIJCOSX def2/J DEFGRID3
* xyz 0 1
H -0.32636 -0.54890 0.41117
H -1.60443 -0.05608 1.06975
H 0.55197 0.46452 -2.09673
H 0.46282 0.72198 -0.60147
H 0.00309 4.44616 1.48056
H 0.78138 3.38810 0.71584
H -2.79611 0.54306 -2.75063
H -2.40069 1.71471 -1.86693
H 4.31605 -0.30061 1.88507
H 3.85323 1.14649 1.84314
H -1.22376 -1.22221 4.13411
H 0.10591 -1.84548 3.74223
H -0.34390 -2.48163 1.09856
H -1.80266 -2.08989 1.26767
H -0.73956 3.82794 -2.00831
H 0.71174 3.54743 -1.65467
H -1.13802 -3.60971 -0.50500
H 0.28228 -4.02011 -0.15234
H 0.08924 -1.69673 -3.66018
H 1.22258 -1.21596 -2.76887
O -0.89929 0.22354 0.47511
O 0.91440 1.02148 -1.39857
O 0.43494 3.59171 1.59191
O -2.51361 0.75759 -1.85444
O 3.53177 0.24277 1.74853
O -0.75645 -2.06491 4.11261
O -1.14092 -2.71276 1.58880
O -0.17621 3.54346 -1.27983
O -0.35667 -4.03689 -0.87377
O 0.95725 -1.27907 -3.69332
*
```

Values from the calculation:
Kohn-Sham gap ... 10.67 eV
Electronic energy ... -764.3265 Eh
Highest occupied orbital energy ... -10.769 eV
ΔE to the lowest compared entry with this formula, charge and spin ... 97.5 kcal per mole
Structure (SMILES) ... O.O.O.O.O.O.O.O.O.O